Entry 1:
C4H7N3O in the gas phase in a non-equilibrium geometry. Source: the Open Molecules 2025 dataset; level of theory: the ωB97M-V functional and the def2-TZVPD basis.

Geometry (Å):
H  1.972  2.278  0.172
N  2.038  1.211  0.032
C  0.853  0.780  -0.092
C  -0.456  1.246  0.034
C  -1.300  0.175  -0.075
C  -2.770  -0.053  0.118
O  -0.615  -0.962  -0.102
N  0.763  -0.629  -0.375
N  1.593  -1.490  0.240
H  -0.544  2.296  0.165
H  -3.217  0.852  0.546
H  -3.031  -0.877  0.816
H  -3.221  -0.379  -0.901
H  2.354  -1.796  -0.390
H  1.893  -1.210  1.215

Computed properties:
HOMO-LUMO gap = 9.28 eV
SMILES = [H]/N=c1\cc(C)on1N
HOMO = -8.4 eV
LUMO = 0.0316 Eh
maximum force = 0.062 Eh/bohr
molar mass = 113.12 g/mol


Entry 2:
A 2-piece molecular cluster, C4H7N3O overall in a non-equilibrium geometry. Source: the Open Molecules 2025 dataset; level of theory: the ωB97M-V functional and the def2-TZVPD basis.

Geometry (Å):
C  2.372  0.287  -0.871
N  2.039  -0.462  0.100
N  1.114  -0.171  0.958
C  -0.120  -0.461  0.850
O  -0.565  -1.040  -0.295
C  -1.782  -1.776  -0.171
H  1.629  1.104  -1.155
H  3.084  -0.122  -1.570
H  -0.709  -0.186  1.608
H  -1.473  -2.728  0.348
H  -2.107  -1.973  -1.179
H  -2.673  -1.220  0.228
C  -0.221  2.877  0.298
N  -0.413  2.216  1.196
H  -0.174  3.654  -0.346

Computed properties:
HOMO-LUMO gap = 9.38 eV
SMILES = C=N/N=C\OC.C#N
HOMO = -8.5 eV
LUMO = 0.0319 Eh
maximum force = 0.107 Eh/bohr
molar mass = 113.12 g/mol


Respective ΔE to the lowest compared entry with this formula, charge and spin values: 3.581, 4.613 eV.